one) The following is a quantum chemistry calculation of 2 unconnected molecules or ions with the total composition C6H13NO3, from OMol25.

Output
Lowest unoccupied orbital energy ... 0.652 eV
HOMO ... -9.665 eV
Orbital gap ... 10.3 eV

```
! RIJCOSX wB97M-V def2-TZVPD def2/J DEFGRID3
* xyz 0 1
C 0.04041 1.71692 1.78359
C 0.13729 0.52603 0.84022
C -0.22925 -0.78234 1.53684
C 0.11047 -2.01143 0.70543
C -0.59026 -2.05377 -0.63748
O -0.13363 -1.06448 -1.57674
C -0.66478 0.16941 -1.55985
O -1.15008 0.64283 -2.57437
N -0.69803 0.80575 -0.33391
H -0.97455 1.80192 2.19952
H 0.74441 1.59262 2.61534
H 0.28868 2.65245 1.26300
H 1.17969 0.44247 0.49016
H 0.32072 -0.83009 2.48792
H -1.30332 -0.76696 1.78328
H 1.19820 -2.07050 0.54226
H -0.17937 -2.92185 1.25123
H -0.40034 -3.01102 -1.13643
H -1.67835 -1.94108 -0.51423
H -1.15038 1.71047 -0.36354
O 1.53857 1.86640 -3.28359
H 1.24203 2.14964 -2.38904
H 2.35185 1.37658 -3.12961
*
```

---

two) The following is a quantum chemistry calculation of a molecular structure, C6H13NO3, from OMol25.

Output
Lowest unoccupied orbital energy ... 0.659 eV
HOMO ... -9.508 eV
Orbital gap ... 10.2 eV

```
! RIJCOSX wB97M-V def2-TZVPD def2/J DEFGRID3
* xyz 0 1
C -1.52104 -0.24185 -1.92355
O -1.18125 0.31575 -0.66692
C -0.55022 -0.55643 0.23306
C 0.90899 -0.82361 -0.05842
C 1.87403 0.35472 -0.04453
O 3.05878 0.11563 -0.25229
C -1.03726 -0.46410 1.64413
C -1.39176 -1.66387 0.79934
H -2.02977 0.54520 -2.49103
H -0.62914 -0.54795 -2.49051
H -2.18440 -1.10971 -1.79142
H 1.29568 -1.55462 0.66375
H 1.01954 -1.30836 -1.04094
H -0.30315 -0.58493 2.44143
H -1.82846 0.25941 1.84227
H -2.42252 -1.72892 0.44897
H -0.91272 -2.61989 1.01348
O 1.27993 1.91896 -1.31531
H 0.34994 1.70466 -1.48996
N 1.65987 1.67893 1.23355
H 1.26956 2.45804 -0.08965
H 0.77778 1.74173 1.73109
H 2.49760 2.11122 1.60347
*
```

---

List of relative energies, unit kcal/mol: one) 0.0; two) 105.3

---

one) The following is a quantum chemistry calculation of a molecular structure, C44H25Cl5IN8O3S2Y, from OMol25.

Output
Lowest unoccupied orbital energy ... 3.234 eV
HOMO ... -2.631 eV
Orbital gap ... 5.9 eV

```
! RIJCOSX wB97M-V def2-TZVPD def2/J DEFGRID3
* xyz -2 1
Y -0.00788 0.08523 0.22849
C -2.30797 3.64522 2.16025
C -3.34228 3.04784 2.87001
C -3.45727 1.66722 2.84802
C -2.54265 0.89175 2.12945
C -1.53065 1.46150 1.33820
C -1.45636 2.86027 1.38865
C -2.58259 -0.58442 2.25093
C -3.18817 -1.20208 3.38543
C -3.15962 -2.54787 3.52722
C -2.56992 -3.34976 2.52232
C -2.51041 -4.76018 2.58945
C -1.93383 -5.47982 1.58165
C -1.41817 -4.81312 0.44658
C -1.46540 -3.44980 0.35945
C -2.00640 -2.68140 1.41897
N -1.98250 -1.31068 1.32417
H -2.17226 4.72172 2.19786
H -4.03904 3.64667 3.44746
H -4.26910 1.20155 3.39695
H -0.67621 3.37116 0.83541
H -3.60467 -0.58101 4.16324
H -3.57667 -3.01954 4.41112
H -2.93130 -5.26022 3.45540
H -1.88149 -6.56051 1.64309
H -0.97964 -5.38641 -0.36335
H -1.10498 -2.92341 -0.51608
C -1.82485 8.18634 1.16002
O -2.75107 7.16305 0.86315
C -2.83159 6.76543 -0.43936
C -3.57606 5.61375 -0.68341
C -3.69374 5.12133 -1.96409
C -3.09472 5.78164 -3.04239
C -2.39899 6.94998 -2.79494
C -2.23824 7.43788 -1.49785
N -3.31235 5.39260 -4.41117
N -3.24386 4.19150 -4.75801
C -2.68783 3.17270 -3.94466
C -3.31394 1.94035 -4.04775
C -2.99336 0.85060 -3.25061
C -1.95037 0.91805 -2.31046
O -1.61164 -0.05150 -1.57072
C -1.19607 2.16928 -2.27661
N -0.11287 2.16918 -1.46239
C 0.65845 3.22881 -1.41718
C 0.43774 4.34616 -2.23765
C -0.64374 4.35831 -3.07357
C -1.54229 3.26854 -3.08776
H -1.81836 8.29181 2.24121
H -2.11714 9.13956 0.70873
H -0.82006 7.92356 0.81920
H -4.02819 5.09440 0.15102
H -4.24721 4.20716 -2.13380
H -1.95504 7.47723 -3.63325
H -1.65904 8.33756 -1.33631
H -4.12781 1.86960 -4.76261
H -3.53028 -0.08593 -3.33796
H 1.48978 3.19816 -0.72044
H 1.12955 5.17734 -2.20903
H -0.79918 5.18991 -3.74870
Cl 3.62596 -6.95287 -0.45214
C 2.76696 -5.46407 -0.68479
C 2.81577 -4.45563 0.28232
Cl 3.72415 -4.69094 1.73574
C 2.13945 -3.27004 0.08840
Cl 2.12133 -2.01340 1.27257
C 1.34312 -3.01118 -1.05998
O 0.69364 -1.93381 -1.20515
C 1.33002 -4.05092 -2.02813
Cl 0.38354 -3.76603 -3.44901
C 2.01820 -5.24225 -1.84102
Cl 1.94500 -6.47812 -3.05637
S 1.97525 1.76797 1.55138
C 1.47541 1.23475 3.13389
S 0.49595 -0.15456 3.24652
C 1.88133 1.96167 4.25602
C 1.47980 1.59180 5.58333
N 1.17136 1.33610 6.66648
C 2.72088 3.12121 4.15515
N 3.39565 4.05837 4.12125
I 4.56799 -0.33006 -4.76563
C 3.69499 0.04476 -2.93682
C 4.34524 0.27867 -1.74517
N 3.38187 0.45514 -0.82856
N 2.15172 0.36386 -1.34815
C 2.32449 0.10417 -2.63463
H 5.39481 0.31033 -1.50103
H 3.44043 0.69499 0.16199
H 1.47352 -0.05650 -3.27932
*
```

---

two) The following is a quantum chemistry calculation of a molecular structure, C44H25Cl5IN8O3S2Y, from OMol25.

Output
Lowest unoccupied orbital energy ... 3.362 eV
HOMO ... -2.602 eV
Orbital gap ... 6.0 eV

```
! RIJCOSX wB97M-V def2-TZVPD def2/J DEFGRID3
* xyz -2 1
Y 1.36965 -0.16301 -1.33306
C -0.91345 2.03542 2.21068
C -1.76760 2.91944 1.56435
C -1.81831 2.92301 0.18201
C -1.02022 2.03704 -0.55547
C -0.15585 1.11774 0.06561
C -0.14013 1.15656 1.46749
C -1.05137 2.07189 -2.04535
C -1.73083 3.13750 -2.71364
C -1.77210 3.18835 -4.06531
C -1.16513 2.15493 -4.81480
C -1.20224 2.11750 -6.22544
C -0.62616 1.08049 -6.90478
C -0.00150 0.04208 -6.19035
C 0.06148 0.06439 -4.82379
C -0.50903 1.13446 -4.09734
N -0.42556 1.12703 -2.72631
H -0.84110 2.04224 3.29363
H -2.38250 3.61023 2.13010
H -2.49292 3.62256 -0.29337
H 0.52197 0.48137 2.00395
H -2.16997 3.93046 -2.13134
H -2.25627 4.00967 -4.58267
H -1.69873 2.92542 -6.75122
H -0.65102 1.05502 -7.98729
H 0.45144 -0.78584 -6.72054
H 0.53935 -0.74596 -4.28764
C -2.27882 -0.15321 8.48746
O -2.53293 0.34137 7.19469
C -2.99505 -0.55078 6.26214
C -3.30160 -1.87612 6.53513
C -3.77518 -2.68629 5.50602
C -3.89409 -2.19356 4.22256
C -3.60239 -0.85711 3.95370
C -3.16301 -0.04177 4.97312
N -4.47147 -3.06240 3.22287
N -3.92366 -3.26368 2.13096
C -2.63188 -2.76860 1.79629
C -1.54631 -2.82216 2.63947
C -0.26614 -2.45407 2.21667
C -0.03299 -1.98847 0.92326
O 1.12325 -1.63339 0.47916
C -1.17206 -1.93860 0.03402
N -0.91923 -1.48045 -1.21464
C -1.88899 -1.48341 -2.09259
C -3.19691 -1.90808 -1.78434
C -3.48181 -2.32491 -0.51625
C -2.44789 -2.36044 0.44661
H -1.88373 0.68278 9.06004
H -1.53884 -0.95979 8.46687
H -3.19426 -0.51887 8.96535
H -3.19154 -2.28832 7.52758
H -4.04459 -3.71602 5.70344
H -3.69381 -0.46152 2.95044
H -2.92387 0.99539 4.78519
H -1.67123 -3.17089 3.65784
H 0.57182 -2.50904 2.90037
H -1.64882 -1.14092 -3.09114
H -3.95526 -1.88718 -2.55564
H -4.47802 -2.64163 -0.23851
Cl 3.63623 6.57495 1.67208
C 3.14465 5.24037 0.68615
C 3.36368 3.93023 1.10296
Cl 4.13966 3.62955 2.61787
C 2.97062 2.86662 0.31569
Cl 3.26663 1.22803 0.77123
C 2.32553 3.03725 -0.94120
O 1.92742 2.06755 -1.64823
C 2.13353 4.39343 -1.33972
Cl 1.35632 4.64567 -2.85624
C 2.52762 5.45249 -0.54618
Cl 2.24542 7.07588 -1.08295
S 1.57449 -2.54309 -2.87584
C 2.99774 -1.85901 -3.58882
S 3.18322 -0.14110 -3.53151
C 3.97634 -2.67907 -4.14954
C 5.16885 -2.15623 -4.71102
N 6.14115 -1.76877 -5.20002
C 3.85632 -4.08935 -4.17679
N 3.79143 -5.24290 -4.19106
I 7.51013 -3.18051 -0.95702
C 5.56495 -2.65810 -0.56634
C 4.58577 -3.44175 0.00943
N 3.47695 -2.69537 0.03214
N 3.66119 -1.49407 -0.50766
C 4.92864 -1.44926 -0.88563
H 4.60342 -4.45109 0.38058
H 2.52988 -2.87408 0.35456
H 5.31169 -0.58612 -1.40324
*
```

---

List of relative energies, unit kcal/mol: one) 12.9; two) 0.0

---

one) The following is a quantum chemistry calculation of C4H9ClN2S in the gas phase, from OMol25.

Output
Lowest unoccupied orbital energy ... 0.652 eV
HOMO ... -8.411 eV
Orbital gap ... 9.1 eV

```
! RIJCOSX wB97M-V def2-TZVPD def2/J DEFGRID3
* xyz 0 1
C -1.87703 -0.76380 1.20793
C -1.86812 -0.61020 -0.33870
S -3.19894 -0.57817 -1.27366
N -0.52648 -0.54035 -0.76167
N 0.60653 -0.79568 0.09010
C 1.35738 0.42854 0.51378
C 1.63531 1.32771 -0.73550
Cl 2.52777 0.40077 -1.97315
H -1.95499 0.27941 1.56755
H -0.94287 -1.08356 1.62826
H -2.74982 -1.28562 1.63179
H -0.39616 -0.26088 -1.72065
H 1.21943 -1.45485 -0.40076
H 0.84379 1.03508 1.20166
H 2.25958 0.00336 0.95967
H 2.35298 2.10913 -0.47914
H 0.71164 1.78908 -1.11750
*
```

---

two) The following is a quantum chemistry calculation of C4H9ClN2S in the gas phase, from OMol25.

Output
Lowest unoccupied orbital energy (spin up / spin down) ... 0.676 / 0.676 eV
HOMO (spin up / spin down) ... -6.744 / -6.743 eV
Orbital gap (spin up / spin down) ... 7.4 / 7.4 eV

```
! RIJCOSX wB97M-V def2-TZVPD def2/J DEFGRID3
* xyz 0 1
C -0.86346 -0.54153 -1.00758
C 0.34910 -1.24727 0.94657
C -1.03126 0.95472 -0.78874
C 0.21756 1.06709 1.62509
N 0.33540 -1.11558 -0.40174
N 1.57495 -0.73977 -0.93926
S -1.39606 1.43312 0.94967
Cl 0.31900 1.13336 3.35097
H -1.72623 -1.07036 -0.59832
H -0.81535 -0.74322 -2.08356
H 1.28240 -1.52084 1.39998
H -0.56892 -1.54668 1.41420
H -0.14965 1.51549 -1.10762
H -1.89315 1.30562 -1.35346
H 0.98940 1.67200 1.16520
H 1.53386 -0.74749 -1.95351
H 1.84242 0.19134 -0.61789
*
```

---

List of relative energies, unit kcal/mol: one) 0.0; two) 51.1

---

one) The following is a quantum chemistry calculation of a molecular structure, C3H12NO3, from OMol25.

Output
Lowest unoccupied orbital energy ... 4.151 eV
HOMO ... -4.223 eV
Orbital gap ... 8.4 eV

```
! RIJCOSX wB97M-V def2-TZVPD def2/J DEFGRID3
* xyz -1 1
C -0.13729 1.14323 -1.77503
N -0.07518 1.38900 -0.32214
C 1.07391 0.69265 0.30595
C 0.72965 0.76784 1.83805
O -0.50646 0.17815 2.05812
H -0.62059 0.17797 -2.02042
H 0.81760 1.15021 -2.29633
H -0.79764 1.83202 -2.30012
H -0.83804 0.78997 -0.01315
H 2.00538 1.10270 -0.10673
H 0.95430 -0.38717 0.10598
H 0.80276 1.80962 2.13830
H 1.41440 0.11432 2.44014
H -2.06416 -1.76317 1.21316
H -0.79087 -0.83663 1.34380
O -1.28964 -1.67301 0.67879
H 0.42045 -1.76352 -1.31594
H -0.79766 -2.34469 -0.52301
O -0.30092 -2.37945 -1.44941
*
```

---

two) The following is a quantum chemistry calculation of 3 unconnected molecules or ions with the total composition C3H12NO3, from OMol25.

Output
Lowest unoccupied orbital energy ... 4.130 eV
HOMO ... -3.538 eV
Orbital gap ... 7.7 eV

```
! RIJCOSX wB97M-V def2-TZVPD def2/J DEFGRID3
* xyz -1 1
C -0.49076 0.62806 0.03029
O 0.41037 0.58212 -0.96245
C -0.09539 -0.60941 1.11707
C -1.15747 -0.59007 2.18870
N -0.10000 -1.87916 0.39468
H -1.50318 0.33655 -0.25536
H -0.41440 1.47026 0.71663
H 0.91644 -0.36068 1.45990
H -0.60809 -0.92872 3.08826
H -1.76323 0.26295 2.46037
H -1.78824 -1.47690 2.09551
H -0.65276 -1.89321 -0.44532
H 0.76870 -2.34123 0.18236
H 1.87479 1.03818 -1.18886
H 3.20627 0.27248 -0.90295
O 2.89104 1.15953 -1.08038
H -0.47981 2.12448 -3.44686
H -0.21189 0.92034 -2.35076
O -0.80238 1.28441 -3.10081
*
```

---

List of relative energies, unit kcal/mol: one) 6.0; two) 0.0